1.
C36H26ClNO15P | the ωB97M-V functional and the def2-TZVPD basis

Properties
DFT total energy (eV): -91763.642
Spin multiplicity: 1
Net charge: -1
HOMO energy (Ha): -0.1424
Orbital gap (eV): 3.05

Each line ends with the Mulliken charge.
Atoms and positions in Å:
O 1.47 -2.82 8.23  -0.73
P 1.88 -4.29 8.14  0.90
O 1.82 -4.73 6.51  -0.50
O 0.69 -5.16 8.92  -0.52
N 3.45 -4.64 8.62  -0.52
Cl 3.67 -4.26 10.30  -0.26
H 2.71 -4.53 6.22  0.28
H -0.11 -4.64 8.97  0.31
C -2.69 -3.63 2.60  -0.39
C -1.42 -3.88 2.27  -0.39
C -0.38 -4.07 3.30  0.16
O 0.77 -4.29 3.00  -0.55
C -0.80 -3.98 4.72  -0.24
C -2.07 -3.74 5.05  -0.46
C -3.11 -3.55 4.02  0.43
O -4.27 -3.32 4.32  -0.59
H -3.46 -3.49 1.86  0.48
H -1.10 -3.95 1.24  0.68
H -0.02 -4.13 5.47  0.58
H -2.39 -3.67 6.08  0.43
C -2.79 0.08 -0.53  -0.63
C -2.64 -1.17 -0.11  -0.21
C -1.86 -2.16 -0.89  0.59
O -1.73 -3.31 -0.51  -0.66
C -1.24 -1.69 -2.15  -0.22
C -1.39 -0.44 -2.57  -0.33
C -2.17 0.54 -1.79  0.23
O -2.30 1.69 -2.18  -0.60
H -3.35 0.82 0.03  0.48
H -3.08 -1.53 0.81  0.13
H -0.67 -2.43 -2.70  0.52
H -0.95 -0.08 -3.49  0.59
C -0.61 4.34 -1.02  -0.31
C 0.42 3.70 -1.57  -0.23
C 1.81 4.19 -1.38  0.31
O 2.75 3.62 -1.89  -0.56
C 2.00 5.40 -0.56  -0.41
C 0.97 6.04 -0.01  -0.50
C -0.42 5.55 -0.20  0.24
O -1.36 6.13 0.31  -0.55
H -1.63 4.00 -1.15  0.54
H 0.30 2.81 -2.18  0.50
H 3.02 5.75 -0.43  0.50
H 1.09 6.93 0.60  0.48
C 3.74 3.95 3.80  -0.37
C 3.10 5.00 3.30  -0.21
C 3.82 6.25 2.97  0.39
O 3.24 7.22 2.51  -0.56
C 5.28 6.28 3.20  -0.40
C 5.93 5.22 3.70  -0.34
C 5.20 3.98 4.03  0.31
O 5.79 3.02 4.48  -0.52
H 3.23 3.03 4.05  0.44
H 2.03 5.00 3.12  0.47
H 5.79 7.20 2.95  0.41
H 6.99 5.23 3.87  0.40
C 2.48 1.86 -5.36  -0.21
C 3.02 1.93 -6.57  -0.40
C 2.93 0.79 -7.51  0.28
O 3.43 0.85 -8.62  -0.55
C 2.20 -0.42 -7.06  -0.44
C 1.66 -0.48 -5.85  -0.26
C 1.75 0.66 -4.90  0.38
O 1.26 0.60 -3.80  -0.46
H 2.54 2.68 -4.65  0.37
H 3.56 2.80 -6.92  0.43
H 2.14 -1.24 -7.76  0.41
H 1.12 -1.36 -5.50  0.44
C -5.26 -1.85 -4.84  -0.44
C -6.36 -2.59 -4.65  -0.35
C -6.27 -3.96 -4.10  0.33
O -7.26 -4.64 -3.93  -0.55
C -4.92 -4.49 -3.78  -0.42
C -3.83 -3.75 -3.98  -0.21
C -3.92 -2.38 -4.52  0.50
O -2.92 -1.70 -4.70  -0.52
H -5.31 -0.85 -5.24  0.43
H -7.35 -2.22 -4.88  0.41
H -4.88 -5.49 -3.38  0.42
H -2.84 -4.12 -3.75  0.40

---

2.
C36H27AuN3P | the ωB97M-V functional and the def2-TZVPD basis

Properties
DFT total energy (eV): -55209.089
Spin multiplicity: 1
Net charge: +2
HOMO energy (Ha): -0.4746
Orbital gap (eV): 6.16

Each line ends with the natural charge from an NBO analysis.
Atoms and positions in Å:
Au -0.28 0.79 0.04  1.21
C 3.83 1.47 -1.20  -0.27
C 2.60 0.86 -0.97  0.11
N 1.58 1.50 -0.44  -0.51
C 1.70 2.84 -0.12  0.21
C 2.93 3.50 -0.27  -0.09
C 4.00 2.78 -0.83  -0.04
C 3.03 4.85 0.13  -0.20
C 1.94 5.47 0.67  -0.15
C 0.70 4.81 0.80  -0.21
C 0.55 3.51 0.37  0.13
N -0.60 2.73 0.40  -0.66
C -1.92 3.08 0.63  0.13
C -2.46 4.34 0.74  -0.21
C -3.84 4.51 1.00  -0.15
C -4.68 3.45 1.13  -0.19
C -4.17 2.14 0.96  -0.09
C -4.99 0.99 0.98  -0.04
C -4.45 -0.24 0.73  -0.27
C -3.09 -0.34 0.47  0.10
N -2.28 0.71 0.47  -0.51
C -2.80 1.97 0.71  0.21
H 4.64 0.90 -1.64  0.26
H 2.46 -0.18 -1.24  0.23
H 4.95 3.28 -0.97  0.25
H 3.98 5.37 0.02  0.24
H 2.02 6.49 1.02  0.24
H -0.11 5.35 1.26  0.23
H -1.86 5.22 0.61  0.23
H -4.22 5.52 1.10  0.24
H -5.74 3.58 1.33  0.24
H -6.05 1.11 1.18  0.25
H -5.06 -1.13 0.71  0.25
H -2.65 -1.30 0.26  0.24
C -2.92 -4.53 0.91  -0.16
C -2.20 -3.88 1.90  -0.20
C -1.21 -2.98 1.56  -0.19
C -0.94 -2.72 0.21  -0.46
C -1.66 -3.38 -0.79  -0.13
C -2.65 -4.28 -0.43  -0.21
P 0.31 -1.49 -0.19  1.10
C 0.77 -1.74 -1.91  -0.46
C 1.83 -2.55 -2.31  -0.14
C 2.09 -2.74 -3.66  -0.20
C 1.29 -2.11 -4.61  -0.16
C 0.24 -1.30 -4.22  -0.18
C -0.02 -1.10 -2.88  -0.21
C 1.66 -1.87 0.94  -0.42
C 2.07 -3.21 1.03  -0.20
C 3.08 -3.57 1.89  -0.18
C 3.69 -2.61 2.69  -0.17
C 3.27 -1.29 2.63  -0.14
C 2.26 -0.92 1.76  -0.21
H -3.69 -5.24 1.18  0.24
H -2.41 -4.08 2.94  0.24
H -0.64 -2.48 2.33  0.23
H -1.45 -3.20 -1.83  0.23
H -3.20 -4.81 -1.20  0.24
H 2.46 -3.03 -1.57  0.22
H 2.91 -3.37 -3.96  0.24
H 1.50 -2.26 -5.66  0.24
H -0.38 -0.81 -4.97  0.24
H -0.84 -0.46 -2.58  0.22
H 1.57 -3.97 0.44  0.23
H 3.39 -4.61 1.95  0.24
H 4.48 -2.90 3.38  0.24
H 3.73 -0.55 3.27  0.23
H 1.94 0.12 1.74  0.21

---

3.
C36H27Cl2FeNO4Te | the ωB97M-V functional and the def2-TZVPD basis

Properties
DFT total energy (eV): -114169.561
Spin multiplicity: 6
Net charge: +1
HOMO energy (spin up / spin down) (Ha): -0.3746 / -0.3771
Orbital gap (spin up / spin down) (eV): 6.94 / 3.73

Each line ends with the Mulliken spin population.
Atoms and positions in Å:
Fe 0.39 0.89 -0.84  3.77
Cl 6.23 5.28 -1.51  0.00
C 5.04 4.03 -1.46  0.01
C 5.45 2.69 -1.44  0.00
C 4.50 1.69 -1.41  0.01
Cl 5.03 0.04 -1.36  0.05
C 3.11 1.94 -1.40  0.00
O 2.27 0.96 -1.41  0.05
C 2.74 3.31 -1.38  0.00
C 1.36 3.72 -1.22  0.02
O 0.41 2.97 -1.01  0.03
C 3.70 4.33 -1.43  0.00
H 6.50 2.45 -1.45  0.00
H 1.16 4.80 -1.29  0.00
H 3.38 5.37 -1.43  0.00
C -5.39 -3.32 -1.37  0.00
C -4.31 -2.28 -1.28  0.01
C -4.62 -0.92 -1.19  0.00
C -3.64 0.05 -1.11  0.02
C -4.05 1.49 -0.98  0.00
O -5.01 1.92 -1.57  0.00
C -3.27 2.37 -0.05  0.00
C -3.22 3.73 -0.30  0.00
C -2.52 4.58 0.55  0.00
C -1.89 4.06 1.68  0.00
C -1.97 2.70 1.95  -0.01
C -2.65 1.86 1.09  0.00
C -2.28 -0.31 -1.19  0.01
O -1.39 0.63 -1.30  0.08
C -1.94 -1.68 -1.18  -0.01
C -2.98 -2.63 -1.24  -0.01
C -0.56 -2.14 -1.04  -0.04
N 0.46 -1.33 -0.95  0.08
C 1.79 -1.89 -0.69  0.04
C 1.96 -2.07 0.84  -0.06
Te 3.81 -1.33 1.62  1.03
C 2.91 0.23 2.68  0.00
C 1.99 -0.08 3.68  -0.03
C 1.32 0.95 4.32  -0.01
C 1.56 2.27 3.97  0.01
C 2.50 2.57 2.98  0.00
C 3.19 1.55 2.34  0.02
C -0.35 -3.62 -0.95  0.00
C -0.55 -4.28 0.26  0.00
C -0.35 -5.65 0.35  0.00
C 0.04 -6.37 -0.77  0.00
C 0.23 -5.72 -1.98  0.00
C 0.03 -4.35 -2.08  0.00
H -6.38 -2.86 -1.40  0.00
H -5.37 -4.00 -0.51  0.00
H -5.28 -3.93 -2.27  0.00
H -5.66 -0.60 -1.18  0.00
H -3.73 4.12 -1.18  0.00
H -2.48 5.64 0.35  0.00
H -1.36 4.73 2.35  0.00
H -1.51 2.30 2.85  0.00
H -2.72 0.80 1.31  0.01
H -2.73 -3.69 -1.27  0.00
H 2.50 -1.17 -1.08  -0.03
H 1.96 -2.84 -1.18  0.01
H 1.88 -3.12 1.14  0.01
H 1.23 -1.48 1.38  -0.03
H 1.79 -1.11 3.95  -0.03
H 0.61 0.71 5.10  0.00
H 1.04 3.07 4.47  0.00
H 2.70 3.60 2.72  0.00
H 3.94 1.79 1.60  -0.01
H -0.89 -3.72 1.12  0.00
H -0.51 -6.16 1.29  0.00
H 0.19 -7.44 -0.70  0.00
H 0.52 -6.28 -2.86  0.00
H 0.16 -3.84 -3.02  0.00

---

4.
C36H27Cl2HgN10O4S3 | the ωB97M-V functional and the def2-TZVPD basis

Properties
DFT total energy (eV): -122589.188
Spin multiplicity: 2
Net charge: -2
HOMO energy (spin up / spin down) (Ha): 0.0175 / -0.0820
Orbital gap (spin up / spin down) (eV): 3.56 / 6.25

Each line ends with the Mulliken spin population.
Atoms and positions in Å:
Hg -0.09 -0.12 0.51  0.02
Cl 1.20 2.17 -6.07  0.00
C 0.84 2.15 -4.36  0.00
C 1.27 1.07 -3.61  0.00
C 1.00 0.98 -2.24  0.00
N 1.30 -0.13 -1.44  0.00
C 2.19 -1.05 -1.82  0.00
O 2.93 -1.06 -2.82  0.00
C 2.35 -2.24 -0.88  0.00
C 3.25 -3.24 -1.26  0.00
C 3.45 -4.33 -0.43  0.00
C 2.76 -4.38 0.77  0.00
C 1.89 -3.34 1.07  0.00
N 1.68 -2.30 0.26  0.00
C 0.32 2.07 -1.61  0.00
C -0.12 3.13 -2.40  0.00
C 0.13 3.17 -3.76  0.00
Cl -0.45 4.53 -4.68  0.00
N 0.07 2.01 -0.24  0.00
C 0.09 3.13 0.49  0.00
O 0.47 4.25 0.15  0.00
C -0.42 2.99 1.92  0.00
C -0.22 4.06 2.79  0.00
C -0.73 3.99 4.08  0.00
C -1.43 2.85 4.45  -0.01
C -1.57 1.83 3.52  0.01
N -1.07 1.90 2.29  0.01
H 1.82 0.27 -4.08  0.00
H 3.76 -3.12 -2.21  0.00
H 4.13 -5.12 -0.71  0.00
H 2.88 -5.20 1.46  0.00
H 1.33 -3.33 2.00  0.00
H -0.67 3.93 -1.94  0.00
H 0.33 4.92 2.42  0.00
H -0.58 4.80 4.78  0.00
H -1.87 2.76 5.43  0.00
H -2.10 0.92 3.76  0.00
C -1.49 -1.56 5.82  0.00
N -0.14 -1.22 5.47  0.03
C 0.90 -1.03 6.33  -0.07
C 1.99 -0.70 5.61  0.13
N 1.63 -0.67 4.25  -0.02
C 0.29 -1.03 4.16  0.27
S -0.69 -1.45 2.82  0.07
C 2.51 -0.31 3.25  0.18
C 3.90 -0.47 3.47  0.04
C 4.79 -0.01 2.55  0.01
C 4.30 0.63 1.39  0.20
C 2.93 0.72 1.24  -0.08
N 2.03 0.27 2.11  0.13
H -1.52 -1.82 6.88  0.00
H -1.83 -2.41 5.23  0.00
H -2.18 -0.73 5.63  0.00
H 0.78 -1.15 7.40  -0.01
H 2.97 -0.42 5.95  0.03
H 4.26 -1.01 4.35  0.03
H 5.86 -0.15 2.69  0.00
H 4.96 1.02 0.63  0.02
H 2.51 1.17 0.34  -0.01
N -1.88 -0.07 -7.53  0.00
C -2.40 0.12 -6.23  0.00
C -3.77 0.00 -5.99  0.00
C -4.28 0.24 -4.73  0.00
C -3.43 0.60 -3.69  0.00
C -2.06 0.70 -3.92  0.00
C -1.55 0.47 -5.18  0.00
S -4.06 0.96 -2.07  0.00
O -4.04 2.39 -1.92  0.00
O -5.35 0.31 -1.98  0.00
N -2.97 0.33 -1.08  0.00
C -2.86 -0.99 -0.90  0.00
S -4.02 -2.26 -1.38  0.00
C -3.01 -3.47 -0.65  0.00
C -1.94 -2.89 -0.08  0.01
N -1.84 -1.53 -0.23  0.00
H -2.44 -0.67 -8.11  0.00
H -0.91 -0.31 -7.55  0.00
H -4.43 -0.29 -6.80  0.00
H -5.34 0.14 -4.52  0.00
H -1.40 0.95 -3.10  0.00
H -0.48 0.57 -5.36  0.00
H -3.29 -4.51 -0.66  0.00
H -1.16 -3.41 0.47  0.00

---

5.
C36H27N4O3RhSi | the ωB97M-V functional and the def2-TZVPD basis

Properties
DFT total energy (eV): -60762.644
Spin multiplicity: 1
HOMO energy (spin up / spin down) (Ha): -0.2847 / -0.2847
Orbital gap (spin up / spin down) (eV): 6.74 / 6.74

Each line ends with the Mulliken charge.
Atoms and positions in Å:
Rh 0.58 -1.92 0.98  0.06
O 3.99 -0.34 2.47  -0.73
C 2.88 -0.78 2.23  0.20
N 2.47 -1.52 1.18  -0.05
C 3.20 -1.79 0.00  0.10
C 4.53 -1.44 -0.22  -0.50
C 5.13 -1.74 -1.43  -0.71
C 4.41 -2.39 -2.43  -0.62
C 3.08 -2.75 -2.23  -0.60
C 2.47 -2.45 -1.02  0.32
N 1.13 -2.73 -0.69  0.08
C 0.20 -3.29 -1.49  0.17
O 0.35 -3.82 -2.58  -0.72
C -1.19 -3.16 -0.90  0.73
C -2.30 -3.55 -1.63  -0.60
C -3.56 -3.32 -1.11  -0.39
C -3.67 -2.71 0.13  -0.72
C -2.52 -2.37 0.81  -0.01
N -1.31 -2.60 0.32  0.15
C 1.73 -0.49 3.18  0.59
C 1.93 0.33 4.28  -0.69
C 0.85 0.62 5.10  -0.36
C -0.39 0.09 4.79  -0.78
C -0.51 -0.72 3.68  -0.07
N 0.52 -1.01 2.89  0.28
H 5.08 -0.94 0.56  0.53
H 6.16 -1.47 -1.60  0.39
H 4.88 -2.62 -3.37  0.40
H 2.52 -3.26 -2.99  0.50
H -2.13 -3.98 -2.61  0.48
H -4.44 -3.59 -1.67  0.43
H -4.64 -2.50 0.57  0.48
H -2.56 -1.87 1.77  0.21
H 2.93 0.71 4.45  0.51
H 0.98 1.27 5.96  0.43
H -1.26 0.31 5.39  0.46
H -1.46 -1.15 3.40  0.36
O -0.05 -0.20 0.44  1.57
Si -0.55 1.10 -0.35  -2.15
C -1.83 1.91 0.77  0.53
C -1.45 2.94 1.64  -0.35
C -2.33 3.42 2.60  -0.75
C -3.60 2.89 2.71  -0.52
C -4.00 1.86 1.86  -0.83
C -3.12 1.38 0.90  -0.13
C 0.88 2.28 -0.63  0.08
C 2.18 1.85 -0.40  -0.11
C 3.26 2.70 -0.62  -0.51
C 3.04 3.99 -1.08  -0.60
C 1.75 4.43 -1.32  -0.77
C 0.68 3.58 -1.10  -0.18
C -1.33 0.59 -1.98  0.65
C -2.50 1.14 -2.49  -0.24
C -3.04 0.70 -3.70  -0.69
C -2.41 -0.32 -4.41  -0.55
C -1.23 -0.87 -3.92  -0.53
C -0.70 -0.42 -2.72  -0.37
H -0.46 3.36 1.56  0.38
H -2.02 4.22 3.26  0.42
H -4.29 3.27 3.46  0.40
H -4.99 1.44 1.94  0.43
H -3.44 0.58 0.25  0.56
H 2.37 0.84 -0.05  0.26
H 4.27 2.35 -0.43  0.49
H 3.88 4.65 -1.25  0.38
H 1.57 5.44 -1.68  0.39
H -0.33 3.93 -1.29  0.40
H -3.01 1.93 -1.95  0.40
H -3.95 1.14 -4.08  0.40
H -2.83 -0.66 -5.34  0.41
H -0.72 -1.66 -4.47  0.47
H 0.23 -0.85 -2.36  0.35

---

6.
C36H28AsBeN5OS | the ωB97M-V functional and the def2-TZVPD basis

Properties
DFT total energy (eV): -119361.831
Spin multiplicity: 1
HOMO energy (Ha): -0.2418
Orbital gap (eV): 5.61

Each line ends with the Mulliken charge.
Atoms and positions in Å:
Be -1.05 1.18 0.82  -1.38
C 2.23 3.34 -2.83  -0.72
C 2.76 3.69 -1.60  -0.95
C 2.24 3.17 -0.42  -0.52
C 1.17 2.27 -0.46  -0.34
C 0.60 1.99 -1.71  0.42
C 1.13 2.51 -2.88  -0.85
N 0.57 1.68 0.65  1.10
C 1.17 1.51 1.84  1.01
C 2.56 1.57 2.16  -1.37
C 2.99 1.34 3.44  -0.83
C 2.11 1.05 4.51  -0.85
C 0.77 0.98 4.25  -0.76
C 0.31 1.19 2.94  0.54
N -0.98 1.16 2.53  1.90
N -2.04 1.06 3.21  -1.71
C -3.12 1.22 2.32  0.26
C -4.42 1.26 2.79  -0.78
C -5.43 1.52 1.88  -0.19
C -5.12 1.72 0.54  -1.04
C -3.80 1.65 0.15  0.02
N -2.82 1.41 1.02  0.46
H 2.64 3.77 -3.74  0.40
H 3.58 4.39 -1.54  0.41
H 2.63 3.51 0.53  0.71
H -0.30 1.39 -1.75  0.73
H 0.65 2.28 -3.82  0.44
H 3.28 1.75 1.38  0.62
H 4.05 1.37 3.64  0.42
H 2.50 0.90 5.51  0.41
H 0.04 0.76 5.03  0.53
H -4.61 1.12 3.85  0.52
H -6.46 1.57 2.22  0.40
H -5.89 1.94 -0.19  0.42
H -3.50 1.83 -0.87  0.51
S -1.41 4.01 1.36  -0.46
C -1.58 4.19 -0.29  0.69
N -1.70 4.26 -1.45  -0.69
O -1.16 -0.38 0.27  0.26
As -0.10 -1.40 -0.53  0.97
C 1.73 -1.30 -0.02  0.82
C 2.11 -1.93 1.16  -0.87
C 3.44 -1.91 1.55  -0.84
C 4.39 -1.26 0.77  -0.59
C 4.00 -0.61 -0.39  -1.18
C 2.68 -0.62 -0.80  0.25
C -0.74 -3.14 -0.04  0.17
C -0.18 -4.29 -0.59  -0.37
C -0.67 -5.53 -0.21  -0.74
C -1.71 -5.62 0.70  -0.45
C -2.26 -4.47 1.25  -0.80
C -1.78 -3.22 0.88  -0.25
C -0.31 -1.21 -2.42  0.63
C -1.56 -0.83 -2.88  -0.40
C -1.78 -0.68 -4.24  -0.76
C -0.74 -0.93 -5.14  -0.51
C 0.50 -1.33 -4.67  -0.82
C 0.72 -1.48 -3.31  -0.21
H 1.38 -2.45 1.76  0.45
H 3.73 -2.39 2.48  0.43
H 5.42 -1.25 1.08  0.41
H 4.74 -0.08 -0.99  0.43
H 2.38 -0.06 -1.68  0.41
H 0.63 -4.22 -1.30  0.41
H -0.24 -6.43 -0.64  0.41
H -2.08 -6.59 0.99  0.39
H -3.07 -4.54 1.96  0.43
H -2.20 -2.31 1.29  0.37
H -2.36 -0.62 -2.18  0.35
H -2.75 -0.36 -4.60  0.42
H -0.91 -0.80 -6.20  0.41
H 1.30 -1.52 -5.37  0.43
H 1.70 -1.79 -2.96  0.46